(1)
This record from the OMol25 dataset describes the ion C11H21N2 with charge +1. The level of theory is ωB97M-V with the def2-TZVPD basis set.

ORCA input file:
```
! wB97M-V def2-TZVPD RIJCOSX def2/J DEFGRID3
* xyz 1 1
C 1.41 1.61 -0.66
H 2.32 2.21 -0.69
H 2.87 -0.57 -1.72
C 2.04 0.60 1.48
H 2.79 0.02 2.03
N 0.94 -2.09 -0.33
H -1.89 0.75 2.40
H 1.14 0.67 2.10
H -2.56 1.19 -1.84
H -3.71 0.63 0.30
H -2.18 -2.56 -0.20
H -2.23 1.93 1.18
H 0.75 2.19 0.09
H 0.09 -3.83 -0.76
C 2.93 -0.35 -0.65
H 3.93 0.12 -0.34
C 1.76 0.24 -0.06
C -1.61 1.12 1.38
H 1.91 -2.41 -0.50
H -3.31 -0.86 -0.70
H 2.61 1.57 1.43
C 0.60 -0.84 -0.05
H -0.61 1.56 1.52
H -0.95 0.53 -1.92
C -1.58 1.11 -1.22
H 1.01 1.48 -1.70
N -0.79 -0.81 0.07
C -3.17 -0.27 0.14
H 3.06 -1.33 -0.22
C -1.79 0.30 0.15
C -0.12 -2.89 -0.43
H -1.16 2.08 -1.05
H -3.26 -0.96 0.97
C -1.22 -2.14 -0.18
*
```

The calculation puts the gap between HOMO and LUMO at 10.972 eV. For the total energy, the calculation gives -540.96394 hartree. The value obtained for the relative energy (zero: lowest compared OMol25 entry of this formula, charge and spin) is 9.1 kcal per mole. The SMILES is CC(C)(C)c1[nH+]ccn1C(C)(C)C.

=====

(2)
This record from the OMol25 dataset describes a structure of composition C27H24CoNO. The level of theory is ωB97M-V with the def2-TZVPD basis set.

ORCA input file:
```
! wB97M-V def2-TZVPD RIJCOSX def2/J DEFGRID3
* xyz -2 5
H -2.81 -2.62 0.62
C -4.04 -1.90 -3.58
H -5.76 -0.70 -4.05
C 0.55 1.83 -0.36
H 2.60 0.39 4.82
H -2.39 3.46 -0.91
H 4.81 1.49 -3.19
H -2.05 -1.28 2.79
C 5.18 -0.13 -1.82
H 0.34 0.98 4.03
H 2.33 2.75 0.45
H 3.61 -1.78 4.17
C 0.73 4.16 0.26
O -2.11 0.85 -0.12
H -1.65 0.48 2.79
C 4.40 0.87 -2.40
Co -1.32 -0.52 0.44
H -4.34 -0.42 -0.01
C 1.91 -2.42 3.01
C -3.12 -2.28 -2.59
H -1.05 5.35 -0.03
C 2.62 -1.53 3.83
C 3.34 -0.73 -0.37
H 6.20 -0.28 -2.16
C 1.16 0.48 -0.49
C 0.63 -2.08 2.56
H -1.39 1.22 -1.12
C -5.05 -0.99 -3.28
C 0.05 -0.86 2.92
C -1.32 -0.52 2.43
C 4.65 -0.93 -0.81
H 5.26 -1.71 -0.36
H 0.09 -2.78 1.93
C 2.05 -0.30 4.19
H 1.31 4.99 0.65
C 1.30 2.90 0.14
H -2.34 -2.99 -2.84
C -4.25 -0.84 -1.00
H 2.36 -3.36 2.73
C -2.26 -2.14 -0.22
N 0.46 -0.52 -0.19
C 0.77 0.03 3.74
H 2.94 -1.36 0.42
H 2.48 1.84 -2.44
C -1.36 3.30 -0.61
H -3.95 -2.31 -4.58
H -1.50 -2.87 -0.60
C -0.79 2.03 -0.73
C -3.23 -1.75 -1.30
C 2.55 0.27 -0.94
C -0.60 4.37 -0.12
H -5.95 0.25 -1.77
C -5.16 -0.46 -2.00
C 3.08 1.07 -1.96
*
```

The calculation puts the gap between HOMO and LUMO (spin up / spin down) at 4.853 / 5.536 eV. For the total energy, the calculation gives -2555.81154 hartree. The value obtained for the relative energy (zero: lowest compared OMol25 entry of this formula, charge and spin) is 58.0 kcal per mole.

=====

(3)
This record from the OMol25 dataset describes a structure of composition C10H17NO2. The level of theory is ωB97M-V with the def2-TZVPD basis set.

ORCA input file:
```
! wB97M-V def2-TZVPD RIJCOSX def2/J DEFGRID3
* xyz 0 1
N -1.24 2.06 -0.31
H 1.44 -0.15 2.78
C -2.72 0.22 0.65
H -1.13 2.93 -0.98
C 0.76 -0.91 -2.06
C -1.83 -0.87 0.51
C 2.21 -0.13 0.90
H -2.04 -1.49 -0.30
C 0.84 -1.88 -0.67
H 1.31 -1.58 1.57
H -3.03 1.39 -1.26
H -3.15 2.50 0.23
H -1.78 -1.51 1.49
H -3.78 -0.21 0.08
H 1.70 -0.41 -2.19
H 0.33 -1.67 -3.04
H 0.05 0.81 -2.75
C -0.38 0.96 -0.57
H -0.06 -2.67 -0.22
O 3.26 -0.22 0.34
H -3.12 0.43 1.97
C -0.42 -0.29 0.51
H -1.27 -0.18 -2.09
O 2.08 0.36 2.13
H -0.49 0.17 1.57
H 0.53 1.47 -0.17
C -2.59 1.58 -0.28
C 0.96 -0.97 0.61
C -0.37 0.17 -1.88
H 1.70 -2.60 -0.67
*
```

The calculation puts the gap between HOMO and LUMO at 9.134 eV. For the total energy, the calculation gives -596.22581 hartree. The value obtained for the relative energy (zero: lowest compared OMol25 entry of this formula, charge and spin) is 173.2 kcal per mole.

=====

(4)
This record from the OMol25 dataset describes a structure of composition C5H5NO2. The level of theory is ωB97M-V with the def2-TZVPD basis set.

ORCA input file:
```
! wB97M-V def2-TZVPD RIJCOSX def2/J DEFGRID3
* xyz 0 1
H -0.25 1.29 -1.25
O 0.29 -1.03 0.72
N -1.89 1.45 0.08
H 3.95 0.51 -0.71
H 0.74 0.83 1.54
C 1.90 0.35 0.07
H -2.10 2.59 -0.52
C 2.99 0.08 -0.55
C 0.58 0.31 0.64
O -1.60 -1.62 -0.44
H -2.03 1.47 1.06
C -0.76 0.82 -0.45
C -0.81 -0.84 -0.20
*
```

The calculation puts the gap between HOMO and LUMO at 9.277 eV. For the total energy, the calculation gives -398.54917 hartree. The value obtained for the relative energy (zero: lowest compared OMol25 entry of this formula, charge and spin) is 143.9 kcal per mole.

=====

(5)
This record from the OMol25 dataset describes the molecule C3H7NO2. The level of theory is ωB97M-V with the def2-TZVPD basis set.

ORCA input file:
```
! wB97M-V def2-TZVPD RIJCOSX def2/J DEFGRID3
* xyz 0 1
H 1.31 1.32 0.67
H 2.35 -1.39 -0.93
O 0.04 1.67 -0.94
C -1.49 -0.77 0.35
H -1.56 -1.77 -0.10
N 0.75 -1.26 -0.03
H -2.09 -0.06 -0.23
H 0.76 1.33 -1.50
C -0.07 -0.34 0.30
C 0.28 1.13 0.35
H -1.91 -0.82 1.36
O 2.01 -0.73 -0.30
H -0.38 1.68 1.02
*
```

The calculation puts the gap between HOMO and LUMO at 10.651 eV. For the total energy, the calculation gives -323.67354 hartree. The value obtained for the relative energy (zero: lowest compared OMol25 entry of this formula, charge and spin) is 67.4 kcal per mole. The SMILES is C/C(CO)=N/O.